Entry from the OMol25 dataset: C5H10O in the gas phase in a non-equilibrium geometry (wB97M-V/def2-TZVPD).

Geometry (Å):
O  -2.250  0.302  -0.527
C  -0.914  0.119  -0.329
C  -0.396  -1.298  0.090
C  1.015  -1.150  0.401
C  1.081  1.026  -0.320
C  -0.226  1.209  0.456
H  -2.550  -0.366  -1.160
H  0.469  0.248  -1.108
H  -0.962  -1.535  1.002
H  -0.653  -2.038  -0.679
H  1.767  -1.696  -0.162
H  1.297  -0.884  1.416
H  2.046  1.007  0.189
H  1.143  1.821  -1.081
H  -0.161  1.060  1.540
H  -0.706  2.176  0.272

The HOMO energy (spin up / spin down) is -7.14 / -6.92 eV. The calculation puts the energy above the lowest of the compared OMol25 structures with the same formula, charge and spin at 129.7 kcal/mol. Its net charge is 0. The multiplicity is 1.


Entry from the OMol25 dataset: a 2-piece molecular cluster, C5H10O overall in a non-equilibrium geometry (wB97M-V/def2-TZVPD).

Geometry (Å):
C  -2.824  -0.272  -0.063
C  -1.419  -0.454  0.450
C  -1.178  -0.726  1.740
C  0.055  -0.916  -1.443
C  -0.272  -0.149  -0.427
H  -3.260  0.653  0.322
H  -3.560  -1.019  0.234
H  -2.754  -0.234  -1.149
H  -2.021  -0.979  2.374
H  -0.209  -0.874  2.199
H  -0.511  -1.787  -1.777
H  0.820  -0.733  -2.193
H  0.365  0.628  -0.021
H  6.035  2.602  0.484
H  4.896  2.011  -0.341
O  5.837  2.247  -0.389

Its SMILES is C=CC(=C)C.O. The HOMO energy is -9.11 eV. The calculation puts the energy above the lowest of the compared OMol25 structures with the same formula, charge and spin at 43.1 kcal/mol. Its net charge is 0. The multiplicity is 1.


Entry from the OMol25 dataset: C5H10O as an isolated structure (wB97M-V/def2-TZVPD).

Geometry (Å):
C  -0.967  0.022  -1.340
C  -0.071  -0.076  -0.123
C  1.136  -0.970  -0.347
C  0.275  1.235  0.581
C  0.135  0.600  1.976
O  -0.876  -0.616  1.007
H  -1.235  -0.972  -1.715
H  -1.885  0.566  -1.098
H  -0.444  0.563  -2.137
H  1.790  -0.933  0.530
H  1.693  -0.634  -1.227
H  0.825  -2.008  -0.529
H  1.290  1.587  0.362
H  -0.437  2.028  0.304
H  -0.719  1.073  2.490
H  -0.521  -1.472  1.283

The HOMO energy is -7.65 eV. The calculation puts the energy above the lowest of the compared OMol25 structures with the same formula, charge and spin at 94.4 kcal/mol. Its net charge is 0. The multiplicity is 1.


Entry from the OMol25 dataset: C5H10O in the gas phase in a non-equilibrium geometry (wB97M-V/def2-TZVPD).

Geometry (Å):
C  2.488  0.311  0.221
C  1.187  0.348  -0.580
C  0.034  -0.258  -0.212
O  0.258  -1.504  0.301
C  -1.378  0.136  -0.514
C  -2.363  -0.002  0.657
H  3.348  0.504  -0.424
H  2.457  1.125  0.964
H  2.699  -0.607  0.784
H  1.100  -1.440  -0.253
H  1.147  1.066  -1.379
H  -1.720  -0.513  -1.327
H  -1.366  1.166  -0.885
H  -2.193  0.752  1.432
H  -3.389  0.123  0.291
H  -2.288  -0.992  1.117

Its SMILES is C/C=C(\O)CC. The HOMO energy is -8.24 eV. The calculation puts the energy above the lowest of the compared OMol25 structures with the same formula, charge and spin at 44.4 kcal/mol. Its net charge is 0. The multiplicity is 1.


Entry from the OMol25 dataset: C5H10O in the gas phase (wB97M-V/def2-TZVPD).

Geometry (Å):
C  1.737  -0.299  1.007
C  0.925  0.001  -0.232
C  0.055  -1.047  -0.886
C  -0.555  0.236  -0.440
C  -1.761  0.380  0.492
O  -0.748  1.088  -1.561
H  2.674  -0.796  0.714
H  2.029  0.614  1.537
H  1.230  -0.966  1.712
H  1.475  0.591  -0.960
H  0.116  -1.195  -1.959
H  -0.093  -1.951  -0.299
H  -2.579  -0.236  0.104
H  -2.105  1.413  0.399
H  -1.659  0.181  1.570
H  -0.740  1.986  -1.200

Its SMILES is C[C@H]1C[C@]1(C)O. The HOMO energy is -9.49 eV. The calculation puts the energy above the lowest of the compared OMol25 structures with the same formula, charge and spin at 30.0 kcal/mol. Its net charge is 0. The multiplicity is 1.


Entry from the OMol25 dataset: C5H10O in the gas phase in a non-equilibrium geometry (wB97M-V/def2-TZVPD).

Geometry (Å):
C  2.076  -0.180  0.177
C  0.953  0.488  -0.605
C  -0.431  -0.193  -0.634
C  -1.119  -0.979  0.599
C  -1.697  0.821  -0.266
O  -1.299  0.504  -1.518
H  2.171  -1.220  -0.143
H  1.865  -0.165  1.249
H  3.052  0.305  0.027
H  1.276  0.560  -1.653
H  0.837  1.530  -0.270
H  -0.225  -1.448  0.945
H  -1.545  -0.538  1.549
H  -1.855  -1.725  0.304
H  -1.309  1.668  0.281
H  -2.750  0.573  -0.043

Its SMILES is CC[C@]1(C)CO1. The HOMO energy is -7.84 eV. The calculation puts the energy above the lowest of the compared OMol25 structures with the same formula, charge and spin at 108.2 kcal/mol. Its net charge is 0. The multiplicity is 1.


Entry from the OMol25 dataset: a 2-piece molecular cluster, C5H10O overall in a non-equilibrium geometry (wB97M-V/def2-TZVPD).

Geometry (Å):
C  0.316  1.672  -1.312
C  -0.923  1.206  -0.677
C  -1.915  2.016  -0.211
H  1.084  0.978  -0.951
H  0.664  2.702  -0.928
H  0.333  1.866  -2.379
H  -0.937  0.205  -0.395
H  -2.601  1.604  0.526
H  -1.777  2.978  -0.688
O  1.147  -1.034  2.416
C  0.543  -1.468  1.432
C  1.133  -2.640  0.647
H  -0.585  -1.470  1.319
H  2.153  -2.692  0.804
H  0.502  -3.588  0.847
H  0.864  -2.335  -0.450

Its SMILES is C=CC.CC=O. The HOMO energy is -9.45 eV. The calculation puts the energy above the lowest of the compared OMol25 structures with the same formula, charge and spin at 63.0 kcal/mol. Its net charge is 0. The multiplicity is 1.


Entry from the OMol25 dataset: C5H10O as an isolated structure (wB97M-V/def2-TZVPD).

Geometry (Å):
C  -1.174  1.193  1.003
C  -1.286  0.685  -0.426
C  0.427  -1.101  0.152
C  1.809  -0.705  0.572
C  0.254  -1.102  -1.312
O  0.016  0.277  -0.893
H  -0.289  1.831  1.113
H  -1.075  0.352  1.695
H  -2.057  1.786  1.264
H  -1.608  1.481  -1.106
H  -1.980  -0.159  -0.490
H  1.746  0.116  1.298
H  2.222  -1.562  1.117
H  2.509  -0.413  -0.229
H  -0.626  -1.577  -1.758
H  1.113  -1.101  -1.999

The HOMO energy is -7.81 eV. The calculation puts the energy above the lowest of the compared OMol25 structures with the same formula, charge and spin at 104.1 kcal/mol. Its net charge is 0. The multiplicity is 1.


Entry from the OMol25 dataset: C5H10O as an isolated structure (wB97M-V/def2-TZVPD).

Geometry (Å):
C  -0.780  -0.245  -1.183
C  0.318  0.084  -0.393
C  1.504  -0.846  -0.290
C  0.341  1.369  0.380
C  -0.373  0.491  1.346
O  -1.635  0.453  1.454
H  -0.711  -1.125  -1.822
H  -1.894  -0.746  -0.298
H  -1.422  0.546  -1.566
H  2.023  -0.734  0.668
H  2.237  -0.631  -1.078
H  1.205  -1.895  -0.387
H  1.332  1.704  0.684
H  -0.284  2.171  -0.011
H  0.241  -0.163  1.980
H  -2.102  -0.434  0.515

The HOMO energy is -8.59 eV. The calculation puts the energy above the lowest of the compared OMol25 structures with the same formula, charge and spin at 86.7 kcal/mol. Its net charge is 0. The multiplicity is 1.


Entry from the OMol25 dataset: C5H10O in the gas phase in a non-equilibrium geometry (wB97M-V/def2-TZVPD).

Geometry (Å):
C  -2.196  0.321  0.173
C  -1.012  -0.533  -0.278
C  0.055  -0.750  0.755
C  1.376  -1.024  0.112
C  1.651  0.464  0.219
O  1.492  1.177  -0.952
H  -1.889  1.369  0.289
H  -2.574  -0.024  1.142
H  -3.015  0.293  -0.557
H  -1.346  -1.584  -0.407
H  -0.648  -0.222  -1.274
H  0.941  0.769  1.041
H  2.076  -1.613  0.711
H  1.397  -1.323  -0.943
H  2.609  0.664  0.675
H  1.082  2.016  -0.707

The HOMO energy is -8.17 eV. The calculation puts the energy above the lowest of the compared OMol25 structures with the same formula, charge and spin at 96.1 kcal/mol. Its net charge is 0. The multiplicity is 1.


Entry from the OMol25 dataset: a 2-piece molecular cluster, C5H10O overall in a non-equilibrium geometry (wB97M-V/def2-TZVPD).

Geometry (Å):
C  -0.552  -1.327  0.045
C  -0.300  -2.095  1.130
C  0.516  -0.381  -0.494
C  -0.171  0.977  -1.027
C  0.033  1.579  -2.207
H  -1.447  -1.627  -0.431
H  -1.019  -2.838  1.414
H  0.547  -2.069  1.803
H  1.090  -0.018  0.273
H  1.092  -0.823  -1.280
H  -0.825  1.412  -0.234
H  -0.524  2.357  -2.503
H  0.830  1.249  -2.906
H  0.865  1.650  2.374
H  -0.201  0.504  2.096
O  0.067  1.448  1.946

Its SMILES is C=CCC=C.O. The HOMO energy is -9.46 eV. The calculation puts the energy above the lowest of the compared OMol25 structures with the same formula, charge and spin at 54.3 kcal/mol. Its net charge is 0. The multiplicity is 1.


Entry from the OMol25 dataset: C5H10O in the gas phase in a non-equilibrium geometry (wB97M-V/def2-TZVPD).

Geometry (Å):
C  1.427  0.379  -0.988
C  0.489  -0.248  0.001
C  0.129  -1.722  -0.279
C  -1.519  1.290  0.595
C  -0.398  0.382  0.959
O  0.924  0.629  1.288
H  2.417  0.054  -0.636
H  1.323  0.041  -2.023
H  1.407  1.462  -0.896
H  0.820  -2.470  0.100
H  0.065  -1.856  -1.374
H  -0.880  -1.945  0.099
H  -1.270  1.981  -0.210
H  -2.296  0.597  0.236
H  -1.904  1.814  1.468
H  -0.735  -0.389  1.662

Its SMILES is C[C@@H]1OC1(C)C. The HOMO energy is -9.34 eV. The calculation puts the energy above the lowest of the compared OMol25 structures with the same formula, charge and spin at 60.3 kcal/mol. Its net charge is 0. The multiplicity is 1.